Record 1
55
Properties=species:S:1:pos:R:3:forces:R:3 method="wB97M-V/def2-TZVPD" largest_force_ha_per_bohr=0.3431 e_above_lowest_kj_mol=2185.0 smiles="CCCN(CCC)S(=O)(=O)c1ccc(C(=O)N2CCC(=O)c3ccccc32)cc1" gap_ha=0.284 multiplicity=1
C 1.5677 -2.9717 1.2528 2.616 3.309 2.221
C 1.4751 -4.1980 0.5282 0.321 -2.099 -3.953
C 0.1312 -4.4602 -0.1399 0.231 -3.696 1.083
N 0.0479 -3.5596 -1.1676 -6.184 3.508 -3.355
C 0.0061 -4.0692 -2.6628 1.409 7.369 2.209
C 1.3597 -3.8014 -2.9487 9.340 2.986 2.643
C 1.9071 -2.2692 -2.8425 -2.064 2.741 0.972
S -1.5993 -2.7906 -0.9600 -1.572 1.058 -3.943
O -2.6418 -3.6119 -0.1378 3.698 2.907 -2.947
O -1.8996 -2.1727 -2.4065 0.235 -2.462 5.212
C -1.0288 -1.3787 -0.0901 -3.084 -0.422 6.205
C -0.3806 -0.2604 -0.5434 -2.444 -10.571 -12.372
C -0.1419 0.7550 0.0362 0.233 4.139 9.767
C -0.2739 0.7111 1.4042 0.453 1.075 8.455
C 0.2274 1.8755 2.6181 -5.847 1.598 -13.030
O 0.7621 1.5867 3.5474 3.611 -1.012 6.811
N -0.0661 3.2903 1.9363 0.002 -8.164 4.043
C 0.5855 4.1549 2.7361 -3.275 10.046 -7.141
C 1.4656 5.0151 1.4890 4.355 -4.203 8.414
C 0.7224 5.4675 0.4131 -6.721 -9.563 4.103
O 1.2260 6.2174 -0.1865 6.537 12.790 -10.243
C -0.4395 4.7216 -0.0646 -5.832 -5.801 5.853
C -1.5617 4.9968 -0.7817 8.100 5.988 -2.335
C -2.6869 4.4231 -1.1331 1.567 -9.199 10.747
C -3.1198 3.2175 -0.2953 8.381 6.393 -1.159
C -2.0388 2.8772 0.6934 -9.390 -1.390 -4.754
C -1.0242 3.5112 1.0087 9.825 8.167 -2.160
C -0.7747 -0.2970 2.2253 -4.609 -2.867 -3.909
C -1.4595 -1.3270 1.3012 5.144 2.789 -1.437
H 2.6774 -2.7292 1.5722 -2.026 -0.947 0.033
H 0.8704 -2.8636 2.1267 0.774 -0.305 -0.732
H 1.4495 -2.1025 0.6425 -0.724 0.608 -0.654
H 1.5575 -4.9804 1.1585 0.843 -2.790 2.398
H 2.2638 -4.4173 -0.3259 -1.264 0.942 1.940
H -0.7622 -4.4858 0.5322 0.876 0.501 -0.088
H 0.0076 -5.4954 -0.6046 0.814 0.626 0.866
H -0.1197 -5.0026 -2.5487 -2.075 -6.980 -0.241
H -0.4904 -3.3597 -3.3615 -0.923 -1.206 0.962
H 1.7504 -3.9145 -3.8939 0.232 -1.467 -2.481
H 2.3465 -4.1259 -2.2075 -3.288 -0.683 -1.836
H 2.9791 -2.0340 -3.0886 -0.971 -1.133 -0.296
H 1.2403 -1.6651 -3.5928 1.231 -0.543 1.432
H 1.8557 -1.6996 -1.7536 -0.440 -1.750 -2.613
H -0.2616 -0.3247 -1.6755 0.260 0.243 1.289
H 0.2945 1.5649 -0.1144 3.694 6.928 -3.429
H -0.1055 4.9785 3.1595 0.958 -1.228 -0.169
H 1.2318 3.8744 3.3637 4.595 -2.950 4.812
H 2.4206 4.2353 1.2123 -2.929 2.046 0.258
H 2.0001 5.8439 2.0387 -0.618 -0.552 -1.004
H -0.9938 5.8809 -1.3263 -2.685 -0.616 -0.406
H -3.1884 4.6957 -1.8224 -6.616 3.699 -8.691
H -4.0208 2.9027 -0.5789 -3.308 -2.356 -0.181
H -2.2853 2.1423 1.2875 -1.471 -3.994 3.133
H -1.2532 -0.3824 3.2750 1.881 0.846 -1.577
H -1.8109 -2.1890 1.6962 -1.857 -2.351 1.282

Record 2
14
Properties=species:S:1:pos:R:3:forces:R:3 method="wB97M-V/def2-TZVPD" largest_force_ha_per_bohr=0.0865 e_above_lowest_kj_mol=348.0 total_charge=+1 gap_ha="0.314 / 0.371" multiplicity=1
C -1.4532 0.7657 0.7182 2.244 -0.076 -1.282
C 0.0766 -0.8751 -0.6804 0.873 3.057 -1.383
C 2.4695 -0.4746 0.2576 -3.749 -0.222 2.380
N -0.3501 0.5452 -0.3528 2.271 -1.638 3.270
F 2.1769 0.8068 0.5588 0.726 0.127 -0.462
H -1.2005 0.6321 1.7288 1.216 -0.812 1.054
H -1.7353 1.7586 0.6777 -0.676 2.094 -0.571
H -2.2134 0.1407 0.4512 -2.162 -1.570 -0.631
H 0.0379 -1.0993 -1.7423 0.080 0.009 0.288
H -0.1308 -1.5743 0.0282 -0.797 -1.733 1.798
H 2.8280 -0.7359 -0.6660 1.299 -0.130 -2.003
H 1.9577 -1.1245 0.9772 1.074 -0.045 -0.234
H -0.6242 0.9871 -1.1751 -0.627 1.080 -1.804
H 0.5914 0.9816 -0.0292 -1.773 -0.141 -0.421

Record 3
8
Properties=species:S:1:pos:R:3:forces:R:3 method="wB97M-V/def2-TZVPD" largest_force_ha_per_bohr=0.0809 e_above_lowest_kj_mol=376.3 gap_ha="0.276 / 0.276" multiplicity=1
C -1.2780 0.0825 0.2871 -3.992 1.043 0.539
N -0.4821 -0.8692 0.0981 -0.233 -0.716 -0.591
N 0.6660 -1.2441 -0.0551 -0.412 -1.695 0.623
O 0.8394 1.2279 0.0709 -0.485 2.864 0.154
P 1.7384 0.0758 -0.0005 1.558 -0.257 -0.522
H -2.3341 0.0364 -0.2160 2.256 -0.069 0.069
H -1.4244 0.7963 1.1395 1.279 -0.991 -0.350
H 2.2747 -0.1056 -1.3240 0.029 -0.179 0.079

Record 4
22
Properties=species:S:1:pos:R:3:forces:R:3 method="wB97M-V/def2-TZVPD" largest_force_ha_per_bohr=0.0367 e_above_lowest_kj_mol=79.1 smiles=CCCS.CCN gap_ha=0.316 multiplicity=1
C -0.3572 -1.5351 0.4937 0.521 -1.150 -0.956
C 1.0553 -2.1181 0.6357 0.521 0.947 0.828
C 2.1000 -0.9636 0.5164 0.047 -0.423 0.413
S 2.3509 -0.1418 -1.1209 -1.527 0.249 0.845
H -0.6666 -0.8105 1.2512 0.346 -0.284 0.159
H -1.0399 -2.3878 0.4822 -0.396 0.321 0.041
H -0.3909 -1.0484 -0.4827 -0.123 -0.131 0.179
H 1.1414 -2.5720 1.6494 0.160 0.306 -0.484
H 1.2930 -2.9299 -0.0652 -0.379 0.359 -0.095
H 3.0784 -1.3168 0.8598 -0.123 0.083 -0.128
H 1.7762 -0.1883 1.2313 0.270 -0.136 -0.215
H 1.1797 0.7900 -0.7651 1.550 -0.858 -0.456
C -2.0577 0.8509 -0.6916 -0.095 -0.269 0.301
C -1.0106 1.9405 -0.8000 -0.188 1.342 -0.397
N 0.2288 1.7213 -0.0098 -1.383 0.829 0.984
H -3.0309 1.2471 -1.0052 0.272 -0.165 -0.145
H -1.7859 -0.0272 -1.2760 -0.287 0.162 -0.086
H -2.1857 0.5047 0.3467 0.040 0.238 -0.272
H -0.6964 2.0799 -1.8474 -0.218 -0.065 0.276
H -1.5061 2.8914 -0.4856 0.466 -0.502 -0.201
H -0.1229 1.3611 0.8914 0.703 0.175 -0.361
H 0.6471 2.6524 0.1919 -0.177 -1.028 -0.229

Record 5
14
Properties=species:S:1:pos:R:3:forces:R:3 method="wB97M-V/def2-TZVPD" largest_force_ha_per_bohr=0.0652 e_above_lowest_kj_mol=54.1 smiles="CN1CN=C[C@H]1F" gap_ha=0.382 multiplicity=1
C -1.0742 0.6523 -1.1575 -0.085 0.007 -0.027
N -0.5209 0.2339 0.1094 0.400 -0.452 -0.022
C 0.6234 1.0164 0.5921 -0.427 0.322 0.027
N 1.6796 0.1191 0.9467 0.901 0.238 0.450
C 1.3224 -1.0684 0.8071 -3.111 -0.115 -1.247
C -0.2312 -1.1438 0.2540 2.428 0.386 0.713
F -1.0231 -1.7314 1.2222 -0.195 -0.350 0.263
H -0.3565 0.5612 -1.9861 -0.057 0.065 -0.008
H -1.9511 0.0451 -1.3757 -0.032 0.073 -0.086
H -1.3911 1.6895 -1.0680 -0.056 0.035 -0.164
H 0.3485 1.5976 1.4807 0.122 0.009 -0.114
H 0.9895 1.7121 -0.1716 -0.127 -0.048 -0.002
H 1.9244 -1.9318 0.9975 0.333 -0.343 0.181
H -0.3397 -1.7517 -0.6508 -0.094 0.174 0.036

Record 6
53
Properties=species:S:1:pos:R:3:forces:R:3 method="wB97M-V/def2-TZVPD" largest_force_ha_per_bohr=0.0699 gap_ha=0.365 multiplicity=1
Hg -0.9347 0.5034 -0.2725 -0.074 -0.022 -0.265
C -0.4505 2.6304 -4.3644 0.637 0.789 0.106
F 0.5304 3.5486 -4.1098 -0.761 -0.718 -0.541
F -1.0594 2.9099 -5.5148 0.248 0.316 0.117
F 0.0825 1.4356 -4.4479 0.881 -0.792 -0.564
S -1.6019 2.5565 -2.9970 -0.207 -0.030 0.929
O -0.7163 1.9592 -1.9496 -0.441 0.349 -0.449
O -1.9321 3.9251 -2.7064 -0.317 0.140 0.204
O -2.6478 1.6876 -3.4662 0.097 0.134 0.096
C 3.0267 -4.7760 1.4478 -0.968 -0.982 0.611
F 4.2937 -4.4665 1.4806 1.000 0.254 0.319
F 2.8626 -5.7225 0.5028 -0.109 0.257 0.238
F 2.6801 -5.3599 2.6520 0.262 0.794 -1.110
S 1.9962 -3.3019 1.0235 1.538 1.009 -0.287
O 0.6975 -3.9182 0.8646 -0.300 0.343 0.009
O 2.0992 -2.3609 2.1566 -0.104 -0.893 -0.976
O 2.6958 -2.8322 -0.1954 -1.494 -0.817 1.454
C 3.8098 -0.3667 -0.5772 1.549 0.021 0.833
C 2.5656 0.2622 -0.3808 -2.991 1.977 0.218
N 1.5836 0.8509 -0.1637 1.444 -1.325 -0.391
H 4.6042 0.3815 -0.7058 -0.242 -0.172 0.156
H 3.8249 -1.0568 -1.3840 -0.228 -0.466 -0.767
H 3.9404 -0.9675 0.3259 0.467 0.053 -0.084
C -5.0366 2.6351 -1.6301 -0.137 -0.402 2.569
C -4.1826 1.5072 -1.1520 0.511 -0.171 0.045
N -3.6048 0.5544 -0.8334 -0.389 1.199 0.010
H -4.5039 3.4794 -2.0718 0.249 -0.445 0.041
H -5.6117 3.0072 -0.6786 0.727 -0.716 -2.036
H -5.6408 2.1062 -2.3491 -0.741 0.459 -0.307
C -0.8802 -3.9981 -1.6013 -0.133 -0.591 0.739
C -0.8219 -2.5688 -1.4506 -0.043 -3.192 -0.506
N -0.6884 -1.4553 -1.4695 0.137 3.217 0.316
H -0.2034 -4.4879 -0.9168 0.089 0.190 0.489
H -0.5437 -4.2971 -2.5528 0.348 0.037 -1.483
H -1.8631 -4.4176 -1.4710 -0.495 0.175 0.184
C -0.7489 -2.5471 3.4603 -0.379 1.690 1.503
C -0.9571 -1.5918 2.3961 0.428 -1.663 1.854
N -1.1734 -0.8679 1.5632 -0.430 1.765 -1.931
H -1.4285 -3.3362 3.3085 -0.761 -1.143 -0.117
H -0.9688 -2.0653 4.4635 0.252 -0.469 -1.211
H 0.2570 -2.8879 3.4350 0.885 -0.314 -0.086
C -0.1384 4.7632 0.6117 0.311 -0.878 -0.536
C -0.7314 3.4770 1.0258 1.171 0.326 -0.592
N -1.0111 2.3701 1.1329 -0.599 0.206 0.350
H -0.4594 4.8323 -0.4299 -0.063 0.336 -0.087
H 0.9830 4.7113 0.6200 -1.213 -0.125 0.340
H -0.5196 5.5860 1.1866 -0.038 0.342 0.244
C 1.3607 0.8572 3.1877 1.493 -0.311 -0.790
C 1.5243 2.2737 2.7954 1.280 0.569 0.132
N 1.7018 3.3821 2.5077 -0.171 -1.363 0.521
H 0.3050 0.7513 3.1632 -1.039 -0.606 0.640
H 1.8891 0.5545 4.1348 -0.874 0.709 -0.804
H 1.7465 0.1508 2.3958 -0.262 0.949 0.652

What did the third record say?
8
Properties=species:S:1:pos:R:3:forces:R:3 method="wB97M-V/def2-TZVPD" largest_force_ha_per_bohr=0.0809 e_above_lowest_kj_mol=376.3 gap_ha="0.276 / 0.276" multiplicity=1
C -1.2780 0.0825 0.2871 -3.992 1.043 0.539
N -0.4821 -0.8692 0.0981 -0.233 -0.716 -0.591
N 0.6660 -1.2441 -0.0551 -0.412 -1.695 0.623
O 0.8394 1.2279 0.0709 -0.485 2.864 0.154
P 1.7384 0.0758 -0.0005 1.558 -0.257 -0.522
H -2.3341 0.0364 -0.2160 2.256 -0.069 0.069
H -1.4244 0.7963 1.1395 1.279 -0.991 -0.350
H 2.2747 -0.1056 -1.3240 0.029 -0.179 0.079